Entry 1:
10
Properties=species:S:1:pos:R:3:forces:R:3:mulliken_charge:R:1 method="wB97M-V/def2-TZVPD" smiles="O=CC(=S)/C(F)=C/Cl" multiplicity=1 e_lumo_ev=-2.08 homo_lumo_gap_ev=7.602 mol_weight_g_mol=152.6 e_homo_ev=-9.680
O 0.81670 -0.72090 1.75423 1.0 0.4 0.1 -0.45
C -0.33927 -0.77663 1.47374 -0.8 -1.3 0.4 0.01
C -0.91103 -0.38477 0.12574 -1.2 0.4 -0.8 0.05
S -2.43274 -0.86918 -0.24940 0.9 0.1 0.4 -0.16
C -0.13095 0.41620 -0.83230 1.2 0.9 0.7 0.45
F -0.74091 0.90086 -1.93141 -0.3 -0.9 0.7 -0.24
C 1.16717 0.78859 -0.65059 -1.9 -0.5 -2.5 -0.29
Cl 1.88996 1.51345 -2.07887 0.2 -0.1 1.3 -0.15
H -1.02983 -1.30003 2.21015 0.0 0.8 -1.0 0.33
H 1.71089 0.43242 0.17873 0.9 0.0 0.6 0.45



Entry 2:
8
Properties=species:S:1:pos:R:3:forces:R:3:mulliken_charge:R:1 method="wB97M-V/def2-TZVPD" multiplicity=1 e_lumo_ev=-0.97 homo_lumo_gap_ev=9.456 mol_weight_g_mol=99.5 e_homo_ev=-10.431
C -0.64445 -0.96916 0.98989 -0.9 -1.6 -1.3 -0.31
C -0.35766 0.09172 -0.13156 3.1 2.4 0.2 -0.06
C 0.34841 1.02858 -0.67051 -3.2 -4.2 0.3 0.23
C 0.96341 1.56717 -1.82800 7.2 1.4 -6.5 0.10
H -1.82328 -1.66315 0.85589 3.9 2.7 0.5 0.30
H 0.22638 -1.79703 0.94729 -2.1 2.1 0.1 0.27
N 1.80747 1.81898 -2.77924 -7.6 -1.9 8.1 -0.39
Cl -0.52028 -0.07710 2.61625 -0.3 -1.0 -1.4 -0.14



Entry 3:
10
Properties=species:S:1:pos:R:3:forces:R:3:mulliken_charge:R:1 method="wB97M-V/def2-TZVPD" multiplicity=1 e_lumo_ev="-0.77 / -0.77" homo_lumo_gap_ev="8.291 / 8.292" mol_weight_g_mol=131.5 e_homo_ev="-9.062 / -9.063"
C -0.50547 -0.34593 0.54287 0.5 0.4 -2.5 0.07
C -1.54137 0.55866 0.43742 2.5 -2.3 0.9 -0.46
C -0.52070 2.09517 -1.14178 0.9 -0.1 -0.4 0.20
C 1.56223 -0.93516 -0.45898 3.0 -1.4 1.1 0.47
N 0.55535 -0.15090 -0.23151 -3.1 1.0 0.8 -0.42
O 1.78385 -2.07923 -0.71654 -1.1 0.3 -0.4 -0.46
O -1.21092 1.54064 -0.39581 -1.4 1.9 -0.7 -0.01
Cl 3.06094 0.06971 -0.08500 0.4 0.1 -0.3 -0.26
H -0.76048 -1.21095 1.10758 0.5 -0.8 0.7 0.37
H -2.42344 0.45799 0.94176 -2.2 0.8 0.7 0.50